[1]
Here is a structure of composition C22H29N3O10P3SeTa at a distorted geometry from OMol25. Energies are from wB97M-V/def2-TZVPD.

Geometry as XYZ:
```
69
Properties=species:S:1:pos:R:3:mulliken_charge:R:1
Ta -0.123 -0.247 -0.811 1.847
O -2.396 -0.656 -2.937 -0.198
P -1.294 0.217 -3.656 0.732
O -1.688 1.065 -4.751 -0.656
O -0.634 0.864 -2.355 -0.256
O -0.135 -0.871 -4.051 -0.336
P 0.772 -1.591 -2.979 0.753
O 1.499 -2.740 -3.693 -0.452
O 1.647 -0.615 -2.238 -0.458
O -0.192 -2.007 -1.822 -0.521
H -3.198 -0.837 -3.449 0.322
H 1.153 -3.105 -4.522 0.385
C -7.101 1.967 -2.034 -1.521
C -5.876 1.385 -1.390 0.530
C -4.809 2.192 -1.008 -1.005
C -3.670 1.673 -0.406 1.027
C -2.563 2.608 0.011 -1.385
C -3.636 0.296 -0.203 0.525
Se -2.048 -0.484 0.614 -0.332
C -4.677 -0.561 -0.547 0.232
C -4.682 -2.048 -0.298 -1.741
C -5.791 0.019 -1.141 -0.623
H -6.988 3.033 -2.217 0.369
H -7.974 1.821 -1.396 0.363
H -7.308 1.476 -2.986 0.366
H -4.866 3.262 -1.171 0.409
H -2.966 3.596 0.228 0.589
H -1.824 2.728 -0.788 0.204
H -2.046 2.261 0.904 0.019
H -3.712 -2.441 -0.001 0.331
H -4.992 -2.584 -1.196 0.417
H -5.398 -2.296 0.488 0.355
H -6.621 -0.625 -1.413 0.499
N 9.550 -3.473 2.488 -0.416
C 8.436 -3.253 2.316 -0.095
C 7.043 -2.972 2.100 0.509
C 6.182 -2.859 3.190 -0.789
C 4.843 -2.584 2.984 -0.527
C 4.380 -2.437 1.687 0.307
C 5.220 -2.557 0.592 -0.135
C 6.563 -2.819 0.802 -0.796
N 2.985 -2.161 1.463 0.155
C 1.916 -2.871 1.973 -0.673
C 0.798 -2.285 1.486 -0.816
N 1.172 -1.209 0.689 0.430
C 2.506 -1.178 0.705 -0.657
H 6.569 -2.978 4.193 0.465
H 4.168 -2.475 3.824 0.495
H 4.830 -2.470 -0.414 0.553
H 7.239 -2.921 -0.036 0.462
H 2.058 -3.724 2.614 0.548
H -0.232 -2.552 1.649 0.579
H 3.128 -0.476 0.175 0.769
C 1.240 4.772 1.267 -0.804
O 0.550 3.489 1.278 -0.180
P 1.354 2.127 1.423 -0.092
O 0.999 1.401 -0.216 0.520
C 1.794 2.159 -1.213 -0.835
O 0.246 1.200 2.091 0.269
C -0.268 1.478 3.420 -0.803
H 1.295 5.138 0.245 0.310
H 2.239 4.683 1.692 0.390
H 0.642 5.450 1.866 0.265
H 1.515 1.822 -2.200 0.351
H 2.849 1.971 -1.028 0.347
H 1.554 3.212 -1.100 0.252
H 0.445 1.141 4.169 0.262
H -1.193 0.917 3.505 0.271
H -0.475 2.540 3.533 0.323
```

## Properties
* strongest force on any atom: 0.0217 Eh/bohr
* total charge: +2
* E_HOMO: -13.864 eV
* energy relative to the best compared isomer or geometry (same formula, charge and spin): 0.0 kJ/mol


[2]
Here is the molecule C22H29N3O2 from OMol25. Energies are from wB97M-V/def2-TZVPD.

Geometry as XYZ:
```
56
Properties=species:S:1:pos:R:3:mulliken_charge:R:1
C -4.857 -2.181 -1.889 -0.721
O -5.261 -1.765 -0.607 -0.461
C -4.759 -0.601 -0.108 0.786
C -5.171 -0.267 1.183 -0.752
C -4.724 0.897 1.771 -0.507
C -3.853 1.735 1.093 -0.628
C -3.422 1.409 -0.185 0.831
C -2.434 2.293 -0.912 -1.860
N -1.022 1.989 -0.751 0.226
C -0.517 0.789 -1.378 -1.130
C -0.580 -0.463 -0.495 -0.620
N 0.087 -0.216 0.775 0.177
C 0.101 -1.426 1.583 -0.789
C 1.109 -2.411 0.994 0.461
O 0.844 -3.556 0.695 -0.689
N 2.331 -1.858 0.868 -0.084
C 3.427 -2.488 0.177 -0.825
C 3.851 -1.666 -1.052 -0.918
C 4.387 -0.330 -0.623 0.186
C 3.535 0.757 -0.461 0.253
C 4.019 1.972 -0.010 -0.837
C 5.364 2.118 0.285 -0.521
C 6.221 1.042 0.126 -0.565
C 5.734 -0.173 -0.322 -0.450
C -0.556 0.899 1.454 -0.677
C -0.456 2.149 0.569 -0.798
C -3.891 0.246 -0.787 -0.280
H -3.774 -2.336 -1.939 0.256
H -5.362 -3.129 -2.062 0.249
H -5.160 -1.464 -2.660 0.323
H -5.846 -0.934 1.695 0.465
H -5.055 1.155 2.766 0.391
H -3.508 2.646 1.560 0.403
H -2.638 2.259 -1.986 0.456
H -2.567 3.326 -0.576 0.509
H -1.060 0.612 -2.308 0.402
H 0.533 0.982 -1.632 0.342
H -0.071 -1.289 -0.997 0.614
H -1.630 -0.757 -0.329 0.242
H 0.421 -1.170 2.597 0.471
H -0.887 -1.911 1.640 0.360
H 2.417 -0.869 1.056 0.298
H 3.084 -3.481 -0.122 0.467
H 4.279 -2.593 0.858 0.345
H 4.616 -2.223 -1.595 0.468
H 2.985 -1.536 -1.704 0.266
H 2.485 0.652 -0.694 0.465
H 3.345 2.808 0.109 0.416
H 5.743 3.066 0.635 0.392
H 7.271 1.150 0.352 0.376
H 6.407 -1.010 -0.443 0.396
H -0.027 1.083 2.393 0.603
H -1.610 0.678 1.684 0.187
H -0.934 2.994 1.065 0.452
H 0.608 2.382 0.434 0.176
H -3.569 0.015 -1.791 0.400
```

## Properties
* strongest force on any atom: 0.0093 Eh/bohr
* SMILES string: COc1cccc(CN2CCN(CC(=O)NCCc3ccccc3)CC2)c1
* E_HOMO: -8.202 eV
* energy relative to the best compared isomer or geometry (same formula, charge and spin): 209.9 kJ/mol


[3]
Here is the molecule C22H29N3O4S at a distorted geometry from OMol25. Energies are from wB97M-V/def2-TZVPD.

Geometry as XYZ:
```
59
Properties=species:S:1:pos:R:3:mulliken_charge:R:1
C 2.000 0.962 2.972 -0.770
O 2.624 -0.078 2.247 -0.497
C 1.837 -0.959 1.574 0.315
C 2.504 -1.885 0.780 -0.541
C 1.795 -2.811 0.022 0.734
O 2.545 -3.676 -0.711 -0.475
C 1.878 -4.632 -1.501 -0.864
C 0.406 -2.782 0.039 -0.683
C -0.265 -1.856 0.833 -0.147
C -1.756 -1.862 0.720 0.043
O -2.351 -2.746 0.123 -0.724
N -2.402 -0.809 1.267 0.051
C -3.834 -0.659 1.228 -1.239
C -4.362 0.480 0.326 0.629
C -4.592 0.059 -1.132 -1.250
C -3.292 -0.020 -1.927 -0.165
C -2.549 1.311 -1.813 -1.099
N -2.275 1.582 -0.424 0.220
C -1.072 1.602 0.179 0.523
O -0.959 1.822 1.380 -0.720
C 0.144 1.294 -0.619 0.145
C 0.340 0.242 -1.469 -0.395
S 1.980 0.155 -1.962 -0.269
C 2.303 1.571 -0.965 0.117
C 3.675 2.141 -0.872 0.610
C 3.669 3.391 0.003 -1.363
C 4.633 1.082 -0.317 -1.226
N 1.270 2.011 -0.355 -0.445
C -3.478 1.737 0.370 -1.406
C 0.447 -0.964 1.627 -0.279
H 1.452 0.572 3.835 0.369
H 2.811 1.598 3.324 0.267
H 1.323 1.544 2.340 0.240
H 3.581 -1.887 0.749 0.546
H 1.266 -4.157 -2.275 0.321
H 2.662 -5.222 -1.974 0.251
H 1.247 -5.287 -0.892 0.348
H -0.194 -3.457 -0.550 0.618
H -1.881 -0.075 1.720 0.110
H -4.241 -1.614 0.885 0.460
H -4.180 -0.476 2.251 0.404
H -5.337 0.758 0.741 0.348
H -5.099 -0.907 -1.158 0.432
H -5.249 0.794 -1.605 0.432
H -3.508 -0.233 -2.975 0.401
H -2.676 -0.830 -1.536 -0.007
H -1.623 1.311 -2.386 0.489
H -3.190 2.115 -2.197 0.472
H -0.351 -0.509 -1.791 0.542
H 4.002 2.408 -1.885 0.327
H 4.667 3.820 0.047 0.435
H 2.981 4.131 -0.396 0.376
H 3.347 3.136 1.008 0.177
H 4.662 0.212 -0.970 0.423
H 5.637 1.493 -0.241 0.471
H 4.307 0.766 0.671 0.130
H -3.180 1.972 1.393 0.470
H -4.047 2.584 -0.031 0.505
H -0.056 -0.265 2.272 0.814
```

## Properties
* strongest force on any atom: 0.0200 Eh/bohr
* SMILES string: COc1cc(OC)cc(C(=O)NC[C@@H]2CCCN(C(=O)c3csc(C(C)C)n3)C2)c1
* E_HOMO: -8.347 eV
* energy relative to the best compared isomer or geometry (same formula, charge and spin): 49.8 kJ/mol


[4]
Here is the molecule C22H29N3O4S from OMol25. Energies are from wB97M-V/def2-TZVPD.

Geometry as XYZ:
```
59
Properties=species:S:1:pos:R:3:mulliken_charge:R:1
C 6.408 2.007 2.084 -1.453
C 5.468 1.549 0.980 -0.371
O 4.468 0.750 1.578 -0.397
C 3.521 0.183 0.782 0.683
C 3.412 0.357 -0.586 -0.683
C 2.403 -0.263 -1.312 -1.097
C 1.485 -1.065 -0.661 -0.452
N 0.436 -1.711 -1.331 0.055
C 0.327 -1.987 -2.654 0.527
O 1.116 -1.658 -3.512 -0.645
C -0.949 -2.778 -2.957 -1.085
N -2.110 -2.007 -2.532 0.306
C -3.292 -2.833 -2.369 -1.176
C -2.372 -0.908 -3.452 -0.671
C -3.272 0.140 -2.804 0.467
O -4.187 0.678 -3.383 -0.671
N -2.886 0.387 -1.525 0.344
C -3.442 1.237 -0.579 0.279
C -4.585 1.997 -0.813 -0.503
C -5.091 2.816 0.179 -0.615
C -4.475 2.893 1.418 -0.638
C -3.336 2.146 1.661 -0.426
C -2.818 1.334 0.670 0.189
S -1.306 0.426 0.986 -0.212
C -0.134 1.795 0.743 -0.531
C 1.580 -1.252 0.721 -0.070
C 2.586 -0.646 1.450 0.993
O 2.796 -0.777 2.786 -0.486
C 1.943 -1.590 3.565 -0.540
C 0.646 -0.887 3.953 -0.481
H 7.196 2.628 1.666 0.417
H 6.852 1.144 2.572 0.327
H 5.857 2.577 2.826 0.325
H 5.012 2.418 0.484 0.379
H 6.019 0.967 0.228 0.401
H 4.116 0.979 -1.114 0.393
H 2.344 -0.126 -2.377 0.487
H -0.299 -2.066 -0.734 0.271
H -0.921 -3.714 -2.394 0.399
H -0.967 -3.019 -4.030 0.351
H -3.105 -3.580 -1.598 0.351
H -3.582 -3.345 -3.297 0.374
H -4.121 -2.204 -2.049 0.298
H -1.422 -0.424 -3.702 0.357
H -2.842 -1.241 -4.389 0.351
H -2.102 -0.165 -1.183 -0.370
H -5.063 1.936 -1.776 0.528
H -5.978 3.398 -0.018 0.390
H -4.877 3.529 2.191 0.383
H -2.842 2.190 2.620 0.470
H 0.853 1.416 0.989 -0.026
H -0.405 2.613 1.404 0.481
H -0.165 2.113 -0.295 0.298
H 0.848 -1.877 1.208 0.388
H 1.736 -2.539 3.054 0.350
H 2.527 -1.805 4.464 0.378
H 0.875 0.042 4.469 0.290
H 0.068 -1.525 4.617 0.404
H 0.045 -0.656 3.077 -0.088
```

## Properties
* strongest force on any atom: 0.0134 Eh/bohr
* SMILES string: CCOc1ccc(NC(=O)CN(C)CC(=O)Nc2ccccc2SC)cc1OCC
* E_HOMO: -7.811 eV
* energy relative to the best compared isomer or geometry (same formula, charge and spin): 106.5 kJ/mol


> Which of these has the lowest strongest force on any atom?

C22H29N3O2


> Which value of strongest force on any atom does entry 4 give?

0.0134 Eh/bohr